No. 1
Molecular formula: C24H31NO4
Method: DFT, wB97M-V/def2-TZVPD

Calculated values
Total charge = 0
Spin multiplicity = 1
SMILES = CCOc1ccc(/C=C2/NCCc3cc(OCC)c(OCC)cc32)cc1OCC
Energy above the lowest of the compared OMol25 structures with the same formula, charge and spin = 182.5 kJ/mol
Frontier orbital gap = 7.50 eV
Total energy = -1288.79782 a.u.

Atoms and positions in Å:
C (-6.5831, -0.0949, 0.0998)
C (-5.6138, -1.0064, -0.6500)
O (-4.3454, -1.0751, -0.0407)
C (-3.4811, -0.0232, -0.1637)
C (-3.6598, 1.0902, -0.9660)
C (-2.6833, 2.0710, -1.0507)
C (-1.5003, 1.9645, -0.3332)
C (-0.4706, 2.9854, -0.4405)
C (0.8653, 2.7927, -0.3931)
N (1.7388, 3.8671, -0.4064)
C (3.1099, 3.6838, 0.0146)
C (3.2163, 2.5679, 1.0619)
C (2.6608, 1.3271, 0.4270)
C (3.2702, 0.0873, 0.5372)
C (2.7635, -1.0263, -0.1191)
O (3.2944, -2.2871, -0.0440)
C (4.5686, -2.4811, 0.5302)
C (5.7006, -1.9751, -0.3589)
C (1.6208, -0.8709, -0.9330)
O (1.0885, -1.8826, -1.6810)
C (0.8142, -3.1280, -1.0513)
C (-0.6628, -3.4644, -1.2238)
C (1.0329, 0.3764, -1.0528)
C (1.5142, 1.4759, -0.3509)
C (-1.3485, 0.8710, 0.5283)
C (-2.2976, -0.1258, 0.6033)
O (-2.1960, -1.2588, 1.3617)
C (-1.0388, -1.4736, 2.1370)
C (-1.0626, -0.7125, 3.4609)
H (-7.5587, -0.1217, -0.3784)
H (-6.2208, 0.9302, 0.1099)
H (-6.6822, -0.4332, 1.1281)
H (-5.5276, -0.7007, -1.7010)
H (-5.9815, -2.0365, -0.6233)
H (-4.5566, 1.2050, -1.5544)
H (-2.8407, 2.9179, -1.7024)
H (-0.8287, 4.0013, -0.5614)
H (1.3180, 4.7578, -0.1953)
H (3.4918, 4.6277, 0.4085)
H (3.7202, 3.4036, -0.8552)
H (4.2532, 2.4270, 1.3681)
H (2.6292, 2.8423, 1.9441)
H (4.1576, 0.0070, 1.1463)
H (4.6443, -3.5663, 0.6453)
H (4.6214, -2.0276, 1.5284)
H (5.6496, -2.4617, -1.3295)
H (5.6237, -0.9012, -0.5104)
H (6.6583, -2.2014, 0.1019)
H (1.4379, -3.8933, -1.5289)
H (1.0671, -3.0907, 0.0111)
H (-0.8668, -4.4476, -0.8078)
H (-0.9192, -3.4643, -2.2797)
H (-1.2847, -2.7307, -0.7169)
H (0.1811, 0.4733, -1.7056)
H (-0.4565, 0.8223, 1.1299)
H (-1.0399, -2.5503, 2.3343)
H (-0.1345, -1.2265, 1.5648)
H (-1.0909, 0.3607, 3.2907)
H (-0.1760, -0.9560, 4.0406)
H (-1.9462, -0.9930, 4.0286)

=====

No. 2
Molecular formula: C5H9NO2
Method: DFT, wB97M-V/def2-TZVPD

Calculated values
Total charge = 0
Spin multiplicity = 1
SMILES = O=C(O)[C@@H]1CCCN1
Energy above the lowest of the compared OMol25 structures with the same formula, charge and spin = 78.8 kJ/mol
Frontier orbital gap = 10.26 eV
Total energy = -401.14673 a.u.

Atoms and positions in Å:
O (1.1207, -2.6611, 1.2992)
C (0.4002, -1.7045, 1.3485)
O (0.1962, -0.9474, 2.4425)
C (-0.1200, -0.8168, 0.1602)
C (0.8442, -0.2918, -0.8096)
C (0.1384, 0.8952, -1.3473)
C (-0.5617, 1.4869, -0.1645)
N (-0.8593, 0.3423, 0.6466)
H (-0.4247, -0.2585, 2.0760)
H (-0.7866, -1.4812, -0.3363)
H (1.7745, -0.0463, -0.3391)
H (1.1723, -0.9709, -1.5655)
H (-0.5960, 0.5492, -2.0947)
H (0.7899, 1.6145, -1.8719)
H (0.2074, 2.0833, 0.4161)
H (-1.4572, 2.0612, -0.4202)
H (-1.8382, 0.1460, 0.5600)

=====

No. 3
Molecular formula: H3INOP
Method: DFT, wB97M-V/def2-TZVPD

Calculated values
Total charge = 0
Spin multiplicity = 1
SMILES = NP(O)I
Energy above the lowest of the compared OMol25 structures with the same formula, charge and spin = 72.2 kJ/mol
Frontier orbital gap = 9.63 eV
Total energy = -770.86571 a.u.

Atoms and positions in Å:
N (0.8687, 0.9206, -0.3758)
P (-0.0605, -0.4507, -0.8013)
O (0.4288, -1.3801, 0.4979)
I (-2.2186, 0.2439, 0.1637)
H (0.6401, 1.6530, -0.9790)
H (0.4174, 1.1488, 0.7464)
H (-0.0759, -2.1353, 0.7480)

=====

No. 4
Molecular formula: C5H8O2
Method: DFT, wB97M-V/def2-TZVPD

Calculated values
Total charge = 0
Spin multiplicity = 1
SMILES = O[C@H]1CC2=C[C@H]21.O
Energy above the lowest of the compared OMol25 structures with the same formula, charge and spin = 503.1 kJ/mol
Frontier orbital gap = 9.34 eV
Total energy = -345.61335 a.u.

Atoms and positions in Å:
O (2.5256, 0.3381, -0.2743)
C (1.3979, 0.3453, 0.5462)
C (0.1686, 1.2386, 0.0008)
C (-0.4403, -0.0807, -0.3209)
C (-0.0424, -1.2007, -0.8692)
C (0.4753, -0.9050, 0.5166)
H (2.2935, -0.1569, -1.0741)
H (1.7292, 0.6612, 1.5392)
H (-0.3178, 1.7498, 0.8351)
H (0.3557, 1.9297, -0.8278)
H (0.2412, -1.5972, -1.8376)
H (0.2008, -1.4636, 1.4091)
O (-2.9552, -0.2049, 0.5019)
H (-3.1607, 0.3082, -0.2892)
H (-2.4714, -0.9618, 0.1440)

=====

No. 5
Molecular formula: C18H28BrINO6P
Method: DFT, wB97M-V/def2-TZVPD

Calculated values
Total charge = 0
Spin multiplicity = 1
Energy above the lowest of the compared OMol25 structures with the same formula, charge and spin = 61.1 kJ/mol
Frontier orbital gap = 1.54 eV
Total energy = -4421.77850 a.u.

Atoms and positions in Å:
C (-3.4514, 5.0591, -0.5450)
C (-4.3158, 3.8164, -0.9040)
O (-3.5345, 2.7472, -1.4004)
C (-3.0967, 2.9610, -2.7286)
C (-2.0742, 1.8382, -3.0543)
C (-0.6611, 2.4583, -3.0349)
C (0.5427, 1.4933, -2.9705)
C (0.3906, 0.1765, -2.1638)
C (1.1686, 0.1017, -0.8526)
C (1.8627, -1.0628, -0.6132)
N (2.5517, -1.2400, 0.5402)
C (3.2054, -2.5335, 0.7553)
C (2.4639, -3.4555, 1.7634)
C (0.9634, -3.1452, 1.9754)
C (0.0423, -4.3740, 1.7839)
O (-0.3428, -4.8295, 3.0962)
C (-0.7957, -6.1300, 2.9557)
O (0.0185, -7.0031, 2.8785)
C (2.6146, -0.2988, 1.5212)
P (3.5410, -0.5615, 3.0911)
O (2.4507, -0.2362, 4.2724)
Br (5.0940, 1.0670, 3.0687)
C (1.9338, 0.8966, 1.3118)
C (1.1977, 1.1039, 0.1522)
C (0.4330, 2.3720, 0.0056)
O (-0.7663, 2.3357, 0.0106)
O (1.0845, 3.5457, -0.0766)
H (-3.3648, 5.1891, 0.5347)
H (-2.4443, 4.9190, -0.9463)
H (-3.9192, 5.9362, -0.9997)
H (-5.1486, 4.0520, -1.5788)
H (-4.7385, 3.4556, 0.0389)
H (-3.9575, 2.8379, -3.4038)
H (-2.6417, 3.9528, -2.8496)
H (-2.2618, 1.0723, -2.3013)
H (-2.2827, 1.4674, -4.0631)
H (-0.6426, 3.2247, -2.2563)
H (-0.5623, 3.0189, -3.9748)
H (1.3731, 2.0491, -2.5089)
H (0.9106, 1.2405, -3.9686)
H (-0.6363, -0.1188, -1.9302)
H (0.7924, -0.6276, -2.7906)
H (1.8477, -1.8668, -1.3366)
H (3.2607, -3.0359, -0.2145)
H (4.2438, -2.4159, 1.0798)
H (2.9671, -3.3276, 2.7257)
H (2.5845, -4.4891, 1.4314)
H (0.5471, -2.3574, 1.3406)
H (0.8293, -2.8113, 3.0096)
H (-0.8702, -4.0245, 1.2837)
H (0.5609, -5.1313, 1.1915)
H (-1.8727, -6.3215, 2.8746)
H (1.6734, 0.2326, 3.9340)
H (1.9829, 1.6556, 2.0876)
H (0.4121, 4.2046, 0.1596)
I (-1.1628, -9.0830, 2.5929)

=====

No. 6
Molecular formula: C4H32N3O10
Method: DFT, wB97M-V/def2-TZVPD

Calculated values
Total charge = 0
Spin multiplicity = 2
Frontier orbital gap (spin up / spin down) = 2.59 / 7.74 eV
<S²> = 0.75
Total energy = -1088.12814 a.u.

Atoms and positions in Å:
C (1.2896, 2.1321, -1.4115)
C (2.2321, 0.8639, -1.3266)
C (1.5220, -0.2921, -0.7231)
C (1.7764, -0.7842, 0.5093)
N (1.1093, -1.7798, 1.1417)
N (0.4031, -0.8052, -1.5889)
N (1.8609, 3.3837, -0.9510)
H (0.3826, 2.0277, -0.7886)
H (0.9588, 2.2249, -2.4715)
H (3.0883, 1.0661, -0.6622)
H (2.6267, 0.7053, -2.3447)
H (2.4817, -0.1898, 1.0972)
H (0.4457, -2.3167, 0.6001)
H (1.1474, -1.8891, 2.1357)
H (0.6068, -0.4252, -2.5391)
H (-0.3804, -0.2432, -1.1309)
H (0.1644, -1.7970, -1.5009)
H (1.7486, 3.4928, 0.0484)
H (2.8582, 3.3929, -1.1540)
H (-1.9926, 3.3229, -2.8514)
H (-2.0369, 2.1881, -1.7563)
O (-1.9154, 2.3598, -2.7056)
H (-2.1977, 0.0449, -0.2493)
H (-1.4103, 0.0299, 1.2255)
O (-1.3840, 0.2502, 0.2592)
H (1.7256, 0.0288, -4.5944)
H (0.3373, -0.2035, -4.9685)
O (0.8652, -0.0776, -4.1736)
H (-1.7964, -3.1835, -0.4214)
H (-0.4430, -3.9887, -0.7199)
O (-0.8428, -3.1226, -0.5801)
H (-1.1605, 2.1102, 3.4683)
H (-1.0615, 1.8171, 5.0718)
O (-1.4134, 1.5643, 4.2257)
H (2.3411, -5.0876, -0.2129)
H (2.5597, -3.8723, -1.1869)
O (2.0450, -4.6607, -1.0309)
H (-3.0281, -0.8966, 2.5343)
H (-4.3056, -0.5207, 3.4547)
O (-4.0005, -0.7888, 2.5971)
H (-0.1035, 2.0311, 1.2475)
H (-0.5721, 3.5056, 1.5095)
O (-0.0571, 2.7783, 1.8606)
H (-3.8919, -3.2133, 0.6537)
H (-4.0944, -1.7614, 0.8996)
O (-3.7063, -2.3645, 0.2396)
H (3.0651, 1.7465, 3.2646)
H (1.6509, 2.2019, 2.9144)
O (2.3786, 1.6440, 2.6037)

=====

No. 7
Molecular formula: CH2F2O2PS
Method: DFT, wB97M-V/def2-TZVPD

Calculated values
Total charge = -1
Spin multiplicity = 1
Energy above the lowest of the compared OMol25 structures with the same formula, charge and spin = 574.9 kJ/mol
Frontier orbital gap (spin up / spin down) = 4.16 / 7.81 eV
Total energy = -1128.99723 a.u.

Atoms and positions in Å:
C (-0.4641, -2.0440, -0.4480)
O (-0.9392, 3.0300, 2.6212)
O (-0.2850, 3.5835, 0.2881)
F (-0.8709, -2.9431, 0.5514)
F (-1.5492, -2.3359, -1.3019)
P (-0.6433, -0.2733, 0.1408)
S (-1.2591, 2.9785, 1.1369)
H (0.3722, 0.2284, -0.7282)
H (0.0836, -0.4771, 1.2512)